No. 1
{"formula": "C26H70N9O19P3S4", "method": "ωB97M-V with the def2-TZVPD basis set", "smiles": "CN(C)P(=O)(N(C)C)N(C)C.CN(C)P(=O)(N(C)C)N(C)C.CN(C)P(=O)(N(C)C)N(C)C.O=S1(=O)OCCO1.O=S1(=O)OCCO1.O=S1(=O)OCCO1.O=S1(=O)OCCO1", "homo_energy_ev": -7.75, "homo_lumo_gap_ev": 7.740, "lumo_energy_ev": -0.01, "elements": ["S", "S", "S", "S", "P", "P", "P", "O", "O", "O", "O", "O", "O", "O", "O", "O", "O", "O", "O", "O", "O", "O", "O", "O", "O", "O", "N", "N", "N", "N", "N", "N", "N", "N", "N", "C", "C", "C", "C", "C", "C", "C", "C", "C", "C", "C", "C", "C", "C", "C", "C", "C", "C", "C", "C", "C", "C", "C", "C", "C", "C", "H", "H", "H", "H", "H", "H", "H", "H", "H", "H", "H", "H", "H", "H", "H", "H", "H", "H", "H", "H", "H", "H", "H", "H", "H", "H", "H", "H", "H", "H", "H", "H", "H", "H", "H", "H", "H", "H", "H", "H", "H", "H", "H", "H", "H", "H", "H", "H", "H", "H", "H", "H", "H", "H", "H", "H", "H", "H", "H", "H", "H", "H", "H", "H", "H", "H", "H", "H", "H", "H"], "xyz": [[2.24, 1.55, -3.45], [-3.31, 7.16, -2.04], [-3.79, 2.92, -4.00], [0.00, -0.09, 0.25], [-0.80, -2.35, -6.96], [-0.96, -3.36, 7.06], [5.02, -0.13, 4.06], [2.43, 2.29, -4.70], [-2.90, 5.60, -1.71], [6.29, -0.27, 4.87], [1.33, 0.43, -3.50], [-2.61, 3.30, -3.15], [-4.67, 7.27, -2.54], [3.75, 1.11, -2.85], [-3.90, 3.87, -5.32], [1.38, 0.43, 0.35], [-0.48, -1.29, 0.98], [1.98, 2.62, -2.18], [-0.99, 1.14, 0.50], [-3.31, 7.52, -0.42], [-2.23, 7.94, -2.65], [-0.50, -0.30, -1.35], [0.51, -2.50, -6.25], [-1.86, -4.47, 7.41], [-5.14, 3.44, -3.30], [-3.87, 1.51, -4.39], [-2.22, -2.61, -5.96], [-1.09, -2.71, 5.48], [-1.17, -0.71, -7.52], [0.74, -3.70, 7.08], [4.90, 1.31, 3.11], [-1.19, -2.02, 8.11], [4.74, -1.50, 3.01], [-1.05, -3.38, -8.37], [3.68, -0.03, 5.13], [6.19, 1.81, 2.62], [-5.92, 4.12, -4.20], [1.42, -3.77, 8.35], [-1.36, -4.79, -8.09], [3.28, 1.22, 5.80], [-0.68, 0.48, -6.89], [5.83, -2.18, 2.35], [-4.93, 4.83, -5.15], [-3.32, 5.20, -0.40], [-2.22, -0.42, -8.57], [-0.18, -3.07, -9.45], [-3.59, -2.86, -6.53], [-1.94, -3.36, 4.54], [-1.58, 0.47, -1.75], [3.20, 3.13, -1.68], [1.28, -4.63, 6.11], [-1.58, 1.64, -0.74], [3.46, -1.64, 2.30], [-3.92, 6.49, 0.29], [-2.24, -1.95, 9.14], [-0.42, -1.51, 4.94], [-2.24, -1.96, -4.66], [-0.32, -0.76, 8.04], [3.69, 1.60, 2.28], [3.36, -1.19, 6.00], [4.22, 1.95, -1.74], [-2.52, 2.14, -0.51], [-1.42, -4.04, 3.87], [-2.49, -2.66, 3.91], [-1.76, 0.13, -9.39], [0.81, -3.45, 9.20], [-0.24, 0.29, -5.91], [-0.50, -5.45, -8.11], [3.24, 2.01, 5.05], [-3.50, -3.37, -7.48], [-2.30, -3.00, 9.40], [-1.48, 0.79, -2.79], [6.46, 1.39, 1.66], [-0.35, -2.11, -9.94], [4.19, -1.34, 6.69], [-1.39, 1.30, -6.79], [1.79, -4.79, 8.46], [0.58, -1.43, 5.36], [-4.43, 5.64, -4.63], [0.88, -3.18, -9.24], [3.36, 2.63, 2.20], [2.35, -3.20, 8.45], [-1.86, -4.89, -7.13], [2.27, 1.13, 6.19], [-3.00, 0.16, -8.08], [-0.88, 2.37, -1.14], [-4.99, 6.55, 0.09], [-4.19, -3.46, -5.84], [-1.12, -0.68, 4.99], [6.68, -2.37, 3.00], [-5.17, 5.24, -6.13], [3.22, -2.10, 5.41], [2.72, -1.20, 2.97], [-2.63, -1.30, -9.05], [-1.96, -5.15, -8.93], [5.45, -3.10, 1.91], [-2.56, -0.02, -1.69], [-3.18, -1.59, 8.72], [1.10, -4.24, 5.11], [-3.78, 6.46, 1.37], [-1.27, -2.16, -4.22], [2.43, -1.02, 6.54], [4.17, 1.31, -0.87], [2.34, -4.74, 6.34], [5.27, 2.12, -1.98], [-6.45, 3.39, -4.82], [2.80, 1.18, 2.76], [-1.97, -1.38, 10.03], [-3.97, 4.37, -0.68], [6.22, -1.58, 1.52], [3.58, 3.85, -2.41], [0.72, -5.57, 6.17], [0.69, -1.19, 7.98], [-2.49, 4.92, 0.26], [-4.12, -1.93, -6.75], [3.68, 1.11, 1.31], [-2.70, -3.91, 5.10], [-0.20, -1.65, 3.88], [3.29, -2.70, 2.12], [3.86, 1.63, 6.62], [3.05, 3.54, -0.68], [0.10, 0.79, -7.59], [-0.39, -3.78, -10.25], [6.11, 2.89, 2.51], [-2.33, -0.88, -4.80], [-6.55, 4.80, -3.62], [-0.65, -0.24, 7.14], [7.01, 1.53, 3.28], [-0.45, -0.11, 8.90], [3.38, -1.22, 1.30], [-2.98, -2.37, -3.98]]}

No. 2
{"formula": "C26H71BF4N5O8Pd", "method": "ωB97M-V with the def2-TZVPD basis set", "total_charge": 1, "homo_energy_ev": [-10.27, -10.27], "homo_lumo_gap_ev": [7.615, 5.171], "lumo_energy_ev": [-2.65, -5.10], "spin_multiplicity": 3, "elements": ["Pd", "F", "F", "F", "F", "O", "O", "O", "O", "O", "O", "O", "O", "N", "N", "N", "N", "N", "C", "C", "C", "C", "C", "C", "C", "C", "C", "C", "C", "C", "C", "C", "C", "C", "C", "C", "C", "C", "C", "C", "C", "C", "C", "C", "B", "H", "H", "H", "H", "H", "H", "H", "H", "H", "H", "H", "H", "H", "H", "H", "H", "H", "H", "H", "H", "H", "H", "H", "H", "H", "H", "H", "H", "H", "H", "H", "H", "H", "H", "H", "H", "H", "H", "H", "H", "H", "H", "H", "H", "H", "H", "H", "H", "H", "H", "H", "H", "H", "H", "H", "H", "H", "H", "H", "H", "H", "H", "H", "H", "H", "H", "H", "H", "H", "H", "H"], "xyz": [[-0.60, 0.65, 3.33], [0.01, 0.52, -0.75], [-1.09, 0.74, 1.16], [0.76, -0.56, 1.17], [-0.92, -1.36, 0.07], [2.22, -3.71, 1.03], [3.04, 1.03, -3.31], [0.68, -0.36, 4.86], [-2.54, 0.04, 4.81], [-1.96, 2.46, 3.10], [-4.38, 3.03, -3.34], [1.51, 4.68, 2.45], [0.86, -4.59, -4.06], [1.34, 1.81, 3.07], [-1.98, 2.19, -1.85], [4.42, -0.60, -6.28], [-1.13, -1.48, 2.88], [1.75, -2.04, -1.38], [-4.02, 3.67, 2.43], [-3.20, 2.69, -4.02], [0.35, -0.98, 6.09], [-3.19, -2.71, 2.38], [2.41, -5.02, 0.56], [2.02, 2.02, -3.06], [3.83, -5.17, 0.07], [1.87, 2.31, 1.84], [0.92, 5.90, 2.10], [0.89, -2.86, -2.29], [-3.16, 0.42, -2.83], [1.69, -3.85, -3.19], [4.32, -0.28, -4.88], [2.33, 0.81, 3.57], [0.03, -1.92, -3.06], [1.99, 0.19, 4.93], [5.71, 0.24, -4.52], [3.22, 0.72, -4.69], [-3.33, 2.35, 2.77], [-3.18, 0.54, 5.99], [-2.59, -1.43, 2.96], [0.36, -5.78, -3.48], [-2.39, 1.64, -3.15], [1.31, 3.70, 1.42], [-3.08, -1.26, 4.40], [-5.23, 3.91, -4.04], [-0.33, -0.14, 0.42], [5.96, 1.19, -4.99], [-0.71, -5.82, -3.70], [-6.13, 4.01, -3.43], [4.86, -1.51, -6.34], [2.12, -3.06, 0.33], [0.71, -1.39, -3.73], [-0.79, -2.35, 3.27], [-2.88, 1.54, 6.28], [-1.35, 1.58, -1.34], [0.30, -3.45, -1.60], [-0.16, 5.80, 2.22], [2.31, 0.29, -5.11], [2.07, 2.20, -1.99], [-3.32, 1.61, 1.97], [0.81, -1.97, 6.05], [-2.67, -0.16, -2.05], [-2.79, 2.33, -1.27], [-3.95, 1.95, 3.58], [3.30, 1.30, 3.69], [1.13, -1.45, -0.84], [-4.71, 4.85, -4.20], [2.06, 0.99, 5.67], [-5.10, 3.62, 2.46], [0.84, -6.55, -4.08], [3.52, -0.68, -6.74], [1.23, 6.65, 2.83], [2.35, -3.30, -3.85], [2.48, 0.04, 2.82], [4.14, -6.13, -0.35], [0.57, -5.89, -2.42], [-1.88, 3.08, 3.83], [-1.46, 1.30, -3.60], [-0.69, -1.33, 6.05], [-1.07, -1.67, 1.89], [1.77, 1.66, 0.97], [5.65, 0.55, -3.48], [3.98, -1.13, -4.30], [-4.14, 0.69, -2.45], [1.19, 6.19, 1.09], [4.01, -4.41, -0.69], [3.36, 1.59, -5.34], [-3.82, 4.43, 3.19], [2.10, 2.99, -3.54], [-2.90, -0.60, 2.32], [1.45, 2.58, 3.71], [-3.71, 4.01, 1.44], [2.72, -0.53, 5.31], [-5.49, 3.44, -4.99], [2.10, -5.84, 1.21], [6.56, -0.43, -4.65], [-4.25, -2.56, 2.19], [-3.26, -0.11, -3.78], [-2.54, 3.54, -4.19], [-4.16, -1.13, 4.34], [-2.94, -0.07, 6.86], [1.08, 1.54, -3.34], [-0.49, -1.33, -2.30], [-2.87, -2.08, 5.08], [2.29, -4.46, -2.52], [2.09, -1.36, -2.06], [-0.68, -2.46, -3.69], [1.65, 3.91, 0.41], [-4.27, 0.52, 5.84], [0.65, -0.58, 7.05], [0.22, 3.65, 1.33], [-3.42, 2.19, -4.97], [-2.83, -2.96, 1.38], [2.95, 2.46, 1.91], [-2.98, -3.55, 3.05], [1.79, -5.18, -0.33], [4.53, -4.98, 0.89]]}

No. 3
{"formula": "C26H71ClN3O15", "method": "ωB97M-V with the def2-TZVPD basis set", "total_charge": 1, "homo_energy_ev": -11.26, "homo_lumo_gap_ev": 7.742, "lumo_energy_ev": -3.52, "elements": ["Cl", "O", "O", "O", "O", "O", "O", "O", "O", "O", "O", "O", "O", "O", "O", "O", "N", "N", "N", "C", "C", "C", "C", "C", "C", "C", "C", "C", "C", "C", "C", "C", "C", "C", "C", "C", "C", "C", "C", "C", "C", "C", "C", "C", "C", "H", "H", "H", "H", "H", "H", "H", "H", "H", "H", "H", "H", "H", "H", "H", "H", "H", "H", "H", "H", "H", "H", "H", "H", "H", "H", "H", "H", "H", "H", "H", "H", "H", "H", "H", "H", "H", "H", "H", "H", "H", "H", "H", "H", "H", "H", "H", "H", "H", "H", "H", "H", "H", "H", "H", "H", "H", "H", "H", "H", "H", "H", "H", "H", "H", "H", "H", "H", "H", "H", "H"], "xyz": [[-1.93, -7.56, -1.70], [-1.98, 1.50, 9.59], [-1.59, 3.59, 3.47], [3.30, -4.00, -3.91], [2.86, -5.46, -7.53], [7.13, 4.89, 0.69], [-6.10, -1.17, -1.24], [-2.81, -0.99, 3.22], [0.74, 4.07, 1.97], [0.52, -8.21, -1.24], [0.37, 3.40, -2.70], [-2.06, -1.57, -1.08], [-1.66, 5.94, -1.31], [3.91, 5.06, -1.68], [3.27, -1.80, -0.79], [-1.81, 4.52, 6.38], [-0.69, -5.21, -0.11], [0.51, -2.22, -1.89], [-1.93, -4.88, 0.29], [-1.56, -2.77, -0.79], [6.14, 4.91, 1.71], [-7.06, -0.60, -2.13], [0.95, 3.35, -1.39], [-0.30, -6.56, 0.27], [-2.71, -0.18, -3.03], [4.00, -3.49, -5.05], [-2.61, -2.04, 2.31], [1.47, -4.94, -1.21], [-1.44, 3.49, 7.31], [-2.80, -1.56, -2.35], [-0.29, -3.13, -1.17], [4.42, -2.63, -1.01], [0.13, -4.43, -0.81], [-2.11, 0.20, 2.85], [4.16, -5.87, -7.95], [-0.90, 6.45, -2.40], [4.99, 4.14, -1.88], [-2.54, 4.14, 2.55], [-1.64, 0.75, -2.49], [1.98, 4.49, 2.51], [-3.79, -2.13, 1.36], [-3.74, -3.32, 0.38], [-2.35, -3.69, -0.05], [-3.01, 1.52, 10.58], [-0.38, -7.53, -0.89], [-1.87, 1.12, -1.49], [2.26, -5.59, -8.26], [5.28, -2.26, -0.45], [-2.62, 1.87, 11.54], [5.86, 4.44, -1.28], [-1.04, 0.01, 2.92], [3.48, -0.91, -1.08], [-0.88, 7.53, -2.33], [-4.32, -3.13, -0.51], [1.95, 5.54, 2.81], [-0.66, 0.30, -2.44], [4.17, -3.63, -0.68], [2.27, 3.88, 3.37], [4.51, -5.27, -8.80], [-2.58, -2.95, 2.91], [3.98, -2.41, -4.99], [-1.02, -6.90, 1.01], [-3.56, 3.96, 2.90], [-1.36, 6.17, -3.36], [-3.45, 0.53, 10.71], [3.31, -4.96, -3.98], [4.84, -5.72, -7.12], [5.27, 4.10, -2.94], [4.17, -6.93, -8.23], [-2.39, 5.21, 2.41], [-1.30, 0.89, 9.89], [-2.40, 0.55, 1.86], [2.04, -5.27, -0.34], [-2.35, 3.11, 7.76], [0.60, -2.56, -2.84], [-3.90, -1.20, 0.80], [1.46, -2.25, -1.52], [2.05, -4.19, -1.72], [7.84, 4.30, 0.98], [-0.80, 3.90, 8.09], [-1.71, 4.03, 4.32], [4.65, 3.16, -1.57], [5.34, 5.57, 1.37], [0.68, -6.61, 0.72], [-3.84, -1.75, -2.14], [6.54, 5.29, 2.65], [-6.93, 0.48, -2.22], [-3.78, 2.21, 10.24], [-2.40, 3.64, 1.60], [2.73, 4.38, 1.73], [0.78, 4.14, -3.16], [-1.66, 4.98, -1.40], [4.66, -2.66, -2.08], [-1.67, -1.90, 1.77], [4.22, 5.93, -1.95], [-4.19, -4.18, 0.86], [5.72, 3.91, 1.88], [-1.61, 1.63, -3.12], [-2.50, -0.37, -4.07], [-1.00, 4.87, 6.00], [-2.36, 0.96, 3.57], [0.06, 4.17, 2.66], [-4.69, -2.23, 1.95], [-0.93, 2.67, 6.79], [0.76, 4.27, -0.84], [-2.40, -2.33, -3.01], [3.51, -3.81, -5.97], [2.03, 3.18, -1.46], [1.38, -5.79, -1.88], [0.49, 2.52, -0.86], [-8.08, -0.80, -1.79], [-6.22, -0.76, -0.38], [5.04, -3.83, -5.05], [-3.68, 0.29, -2.92], [0.13, 6.07, -2.36], [-6.92, -1.06, -3.10]]}

No. 4
{"formula": "C26H72N4O10", "method": "ωB97M-V with the def2-TZVPD basis set", "smiles": "NC(N)=O.NC(N)=O.CC(C)O.CC(C)O.CC(C)O.CC(C)O.CC(C)O.CC(C)O.CC(C)O.CC(C)O", "homo_energy_ev": -9.35, "homo_lumo_gap_ev": 9.645, "lumo_energy_ev": 0.29, "de_lowest_kcal_mol": 102.7, "elements": ["O", "O", "O", "O", "O", "O", "O", "O", "O", "O", "N", "N", "N", "N", "C", "C", "C", "C", "C", "C", "C", "C", "C", "C", "C", "C", "C", "C", "C", "C", "C", "C", "C", "C", "C", "C", "C", "C", "C", "C", "H", "H", "H", "H", "H", "H", "H", "H", "H", "H", "H", "H", "H", "H", "H", "H", "H", "H", "H", "H", "H", "H", "H", "H", "H", "H", "H", "H", "H", "H", "H", "H", "H", "H", "H", "H", "H", "H", "H", "H", "H", "H", "H", "H", "H", "H", "H", "H", "H", "H", "H", "H", "H", "H", "H", "H", "H", "H", "H", "H", "H", "H", "H", "H", "H", "H", "H", "H", "H", "H", "H", "H"], "xyz": [[-22.73, 10.52, 10.15], [-24.46, 8.56, 16.63], [-20.79, 8.09, 3.69], [-22.06, 12.95, 8.55], [-24.27, 11.99, 3.50], [-26.57, 8.85, 12.24], [-15.59, 10.13, 9.71], [-22.20, 2.93, 8.52], [-19.24, 12.96, 4.82], [-26.67, 13.62, 10.49], [-22.26, 12.90, 3.91], [-23.45, 12.01, 5.51], [-25.57, 12.41, 11.96], [-25.47, 11.82, 9.98], [-21.52, 13.42, 9.82], [-18.44, 11.97, 5.49], [-27.42, 8.15, 10.20], [-19.38, 10.79, 6.00], [-17.80, 10.98, 9.74], [-25.85, 12.76, 10.77], [-25.82, 6.63, 11.59], [-21.55, 5.21, 8.65], [-16.82, 9.84, 10.26], [-22.67, 10.06, 16.63], [-23.39, 12.30, 4.25], [-20.15, 14.03, 9.46], [-23.61, 8.98, 14.47], [-21.96, 8.12, 4.36], [-22.64, 9.18, 9.65], [-22.97, 8.46, 3.23], [-22.00, 8.44, 10.82], [-22.18, 6.73, 4.96], [-27.00, 7.71, 11.59], [-21.77, 9.20, 8.39], [-24.03, 4.28, 8.22], [-23.84, 9.63, 15.88], [-17.20, 8.37, 9.74], [-22.71, 4.13, 8.93], [-22.40, 14.45, 10.50], [-17.42, 11.58, 4.50], [-22.41, 8.73, 11.79], [-26.06, 5.98, 10.75], [-22.21, 7.37, 10.88], [-18.76, 11.03, 10.27], [-17.46, 12.01, 9.74], [-18.25, 8.24, 9.99], [-23.09, 13.93, 11.17], [-16.61, 11.01, 4.96], [-15.19, 10.90, 10.12], [-22.21, 13.63, 7.88], [-17.98, 12.44, 6.36], [-21.79, 8.90, 5.10], [-22.48, 6.09, 4.13], [-19.09, 12.86, 3.87], [-18.68, 10.02, 6.33], [-24.44, 8.74, 13.81], [-26.64, 8.68, 13.19], [-16.70, 9.92, 11.34], [-22.64, 9.15, 2.46], [-20.77, 5.28, 9.40], [-23.66, 9.14, 3.74], [-21.98, 12.86, 2.94], [-17.88, 11.07, 3.66], [-22.70, 12.40, 6.06], [-23.02, 9.55, 13.76], [-21.55, 12.99, 4.62], [-21.99, 6.21, 8.65], [-20.92, 8.59, 10.77], [-21.20, 5.22, 7.62], [-23.64, 8.82, 9.40], [-16.86, 12.38, 4.01], [-24.84, 11.76, 12.21], [-22.18, 10.02, 7.81], [-23.10, 4.04, 9.95], [-22.01, 8.26, 7.89], [-24.65, 3.41, 8.45], [-20.27, 14.92, 8.84], [-23.01, 10.41, 17.61], [-25.21, 8.35, 16.06], [-23.50, 7.58, 2.86], [-17.24, 8.38, 8.65], [-21.26, 6.26, 5.30], [-25.90, 5.95, 12.44], [-25.52, 12.01, 8.99], [-24.29, 11.64, 5.92], [-24.86, 7.13, 11.42], [-24.87, 11.07, 10.32], [-22.93, 15.03, 9.74], [-19.95, 11.14, 6.86], [-17.86, 10.73, 8.68], [-24.62, 5.16, 8.49], [-19.56, 13.26, 8.97], [-19.61, 14.31, 10.36], [-26.16, 12.94, 12.58], [-24.45, 10.51, 15.65], [-23.91, 4.23, 7.14], [-21.94, 9.26, 16.72], [-22.94, 6.68, 5.74], [-27.90, 7.30, 9.73], [-27.86, 7.25, 12.08], [-20.78, 7.27, 3.18], [-21.99, 2.89, 7.58], [-26.52, 8.35, 9.62], [-23.04, 8.05, 14.44], [-16.62, 7.57, 10.21], [-21.38, 12.62, 10.54], [-22.33, 11.25, 9.66], [-20.02, 10.50, 5.17], [-21.91, 15.18, 11.15], [-28.17, 8.94, 10.12], [-22.11, 10.86, 16.14], [-20.71, 9.34, 8.60]]}